Entry 1:
66
Properties=species:S:1:pos:R:3:forces:R:3 method="wB97M-V/def2-TZVPD" lumo_ev="0.093 / 0.335" largest_force_ev_per_a=1.1 de_lowest_kj_mol=115.32 spin_multiplicity=2 orbital_gap_ev="8.10 / 8.34" total_energy_ev=-108041.21412
C -1.29446 0.65498 -4.72379 0.0147 0.0362 -0.0002
H 1.35979 1.92030 -4.61739 -0.0055 0.0014 -0.0077
H 1.54804 -6.35500 -0.02583 -0.0057 0.0007 0.0001
H -2.13293 1.91627 2.78380 -0.0207 -0.0258 0.0360
C 1.68304 1.28916 -2.59984 0.0207 0.0750 0.1158
C -2.10011 0.85248 3.01653 0.0288 0.0010 -0.0457
C -0.98511 -1.65370 -4.50389 0.0047 0.0376 -0.0696
C 1.07641 0.03347 4.32552 0.0127 0.0106 -0.0432
C -0.84816 -1.68466 2.58378 0.0221 -0.0520 -0.0010
H 0.56091 -0.84688 4.68332 -0.0098 -0.0184 -0.0053
H 1.65003 -3.98098 -0.40091 -0.0038 0.0046 -0.0025
C -1.52412 -2.82069 -0.45947 0.0274 -0.0031 0.0188
N -1.41822 0.78514 -3.40884 0.0042 0.0549 0.0067
H 2.83437 3.78806 1.05981 0.0026 0.0142 0.0053
H -2.00808 -6.04259 0.45215 -0.0003 0.0016 -0.0040
H 2.58264 2.85372 -3.77297 -0.0043 0.0062 0.0120
C 0.04063 2.64502 -1.91089 -0.3660 0.1335 0.0860
P 0.78735 2.48179 1.12571 -0.0863 -0.0863 -0.0855
C -1.31868 -0.33190 -2.68547 0.0808 0.0248 -0.0157
H -1.96708 0.72324 4.09146 -0.0257 -0.0293 -0.0071
H -1.08281 -1.76934 3.64491 0.0218 0.0245 0.0390
O -0.88864 2.97560 -1.15019 0.2131 0.1360 -0.2621
H -0.99353 -0.64481 -6.42066 -0.0079 -0.0173 -0.0018
Co -0.45023 0.98214 -0.09156 1.0088 0.1637 0.2922
N 0.63028 -6.30028 0.38561 0.0062 -0.0097 0.0047
C -0.14224 -2.82505 -0.57174 -0.0193 -0.0029 0.0227
H 0.09203 -2.19402 2.37594 0.0196 -0.0231 -0.0059
C 1.60261 2.39002 -3.66446 -0.0156 -0.0145 -0.0307
H -3.27469 -3.97716 -0.03696 -0.0054 -0.0104 0.0068
N -1.08530 -1.54758 -3.18963 -0.0255 0.0367 0.0332
H -1.64496 -2.15010 2.01024 0.0971 0.0563 0.1066
O -2.83632 -0.89876 0.64633 -0.1702 0.0966 -0.0808
P -0.72070 0.06902 2.10868 -0.3148 -0.2087 -0.1750
C 2.27540 3.18106 0.34887 -0.0303 -0.0051 -0.0280
H 0.12051 -7.16416 0.29473 0.0020 0.0057 -0.0004
C 0.57027 -3.97981 -0.30441 0.0098 -0.0114 0.0129
H -3.03130 0.39988 2.68457 -0.0075 -0.0321 -0.0295
H -0.80936 -2.65222 -4.89081 0.0048 0.0051 -0.0140
H 0.37598 -1.93096 -0.89339 0.0163 0.0031 0.0075
H 1.97802 3.81561 -0.48573 -0.0126 -0.0128 0.0104
C 0.51208 3.34007 -3.16294 0.0124 -0.0515 0.0244
C 2.11387 0.55848 5.07675 0.0306 0.0432 -0.0105
C 2.78523 1.69663 4.64336 -0.0170 -0.0406 0.0267
H -0.49110 4.49712 0.82394 0.0137 -0.0008 -0.0135
H -1.37630 1.57039 -5.30414 -0.0060 -0.0014 0.0082
H 2.40071 0.08147 6.00493 0.0002 0.0031 0.0011
H -0.95452 3.66068 2.30967 0.0244 0.0345 -0.0049
C -0.10932 3.96309 1.69220 -0.0301 -0.0393 -0.0144
H 0.88099 4.33835 -2.92041 -0.0109 -0.0026 0.0087
C -2.19393 -3.98184 -0.10031 0.0167 0.0095 0.0091
H 2.94595 3.18805 3.12611 -0.0003 -0.0013 -0.0042
N 0.75523 1.55311 -1.61977 -0.3095 -0.1487 -0.0135
N -1.47358 -0.22468 -1.29467 -0.2873 -0.1897 0.2030
C -1.08317 -0.55964 -5.34805 0.0033 -0.0504 0.0336
H 0.54771 4.60323 2.28222 0.0010 0.0097 -0.0048
C 2.41959 2.30040 3.45353 -0.0124 -0.0127 -0.0351
O -3.55511 -1.65113 -1.57983 0.0165 0.0206 -0.0309
H 3.59277 2.10939 5.23377 0.0002 -0.0045 -0.0005
C 0.70749 0.62860 3.11862 -0.0546 0.0152 0.0583
H 2.90234 2.37603 -0.03173 0.0064 -0.0001 0.0195
S -2.47278 -1.34314 -0.68693 0.1273 0.0754 -0.0728
C -1.48325 -5.13776 0.16824 -0.0254 -0.0053 0.0058
C 1.38859 1.76350 2.68415 0.0160 0.0154 -0.0421
O 2.45431 0.35762 -2.61592 0.0016 -0.0535 -0.0197
H -0.33457 3.45636 -3.83700 -0.0003 -0.0047 -0.0292
C -0.09055 -5.15066 0.07107 0.0025 0.0135 -0.0035

---

Entry 2:
14
Properties=species:S:1:pos:R:3:forces:R:3 method="wB97M-V/def2-TZVPD" lumo_ev=-3.469 largest_force_ev_per_a=6.4 de_lowest_kj_mol=193.41 charge=+1 smiles="[NH2+]=C1NCC=CO1" spin_multiplicity=1 orbital_gap_ev=10.18 total_energy_ev=-9280.78552
C -1.18515 0.83714 -0.14435 1.6277 0.9383 0.5559
H -2.11792 0.61568 -0.45571 -3.1662 -1.4823 -1.1103
H -1.11983 1.83586 -0.48620 0.6791 1.3798 -0.1894
C -1.12061 0.75012 1.36949 2.7581 -2.9696 -3.4195
N 1.82294 -1.19619 -1.15316 -0.6907 0.0443 0.7679
C -0.11334 -0.10398 1.67630 -1.8243 2.6352 -0.2291
H 0.13578 -0.16727 2.66948 0.9097 -1.1247 2.1448
C 0.83217 -0.62138 -0.57994 -3.1205 2.8127 4.8636
N -0.22741 0.04321 -1.00434 0.1776 0.5570 -1.7484
H 2.11937 -1.16463 -2.06829 0.1317 0.3154 -2.4847
H 2.38103 -1.70647 -0.55186 1.5391 -1.2014 1.4788
O 0.90776 -0.60851 0.86793 0.1867 -0.8173 -3.2041
H -1.96741 1.15922 1.88648 0.3233 -0.0473 0.7386
H -0.34739 0.32719 -2.02582 0.4686 -1.0401 1.8360

---

Entry 3:
77
Properties=species:S:1:pos:R:3:forces:R:3 method="wB97M-V/def2-TZVPD" lumo_ev=-2.712 largest_force_ev_per_a=1.8 de_lowest_kj_mol=0.00 charge=+1 spin_multiplicity=1 orbital_gap_ev=8.08 total_energy_ev=-128079.61056
C 3.92020 -0.90492 -0.11722 0.0284 0.0236 0.0217
C 5.02268 0.61819 2.68977 0.0024 0.0422 0.0251
H 1.98596 -1.88546 2.20617 0.0025 -0.0107 0.0101
C -0.69503 -1.84428 0.16946 0.0922 -0.2515 -0.2553
H 2.43373 2.67324 -1.64050 0.0022 0.0058 0.0260
C 5.49246 -0.13426 3.75239 0.0038 -0.0133 0.0119
C -0.41420 -4.15295 -0.66218 0.0100 -0.0404 0.0003
C -4.72265 0.38178 -1.13489 -0.0108 -0.0280 -0.0355
H -0.49385 -0.79539 5.22774 -0.0089 0.0600 0.0734
C -1.77502 5.80409 1.42520 -0.0144 -0.0081 0.0009
H -2.32863 5.42012 2.28115 -0.0044 -0.0052 -0.0049
H -0.00306 5.27859 0.25038 0.0121 -0.0079 0.0148
Ir -0.19865 0.12916 0.18385 -0.2148 1.5496 0.8776
C -1.80935 -2.33491 0.88037 0.0809 -0.1699 0.0083
C -2.20791 -3.67656 0.84455 -0.0120 0.0699 0.0205
H -7.33857 -0.21635 -3.19931 -0.0002 -0.0009 0.0025
H 0.50152 -2.71260 2.70870 -0.0052 0.0107 -0.0256
C 3.70754 1.07816 2.65054 -0.0916 0.0017 -0.0075
H 0.00751 4.65405 1.90308 -0.0084 0.0027 0.0094
H 5.69394 0.87286 1.87768 -0.0026 -0.0121 -0.0082
H 1.08435 1.32418 4.79116 -0.0259 0.0062 -0.0110
Sb 0.06417 -0.06994 2.77229 0.6579 -0.8529 -0.0843
C -6.31291 -0.11361 -2.87213 -0.0100 0.0018 -0.0031
H -2.47792 5.94950 0.60456 0.0126 0.0138 -0.0042
H 4.99585 -1.02353 5.64355 0.0058 0.0131 0.0078
S -1.23273 3.26276 0.52272 -0.1508 0.0529 0.1449
H -1.81001 -1.38454 4.17156 0.1805 0.0504 0.1753
C 2.85544 0.79159 3.72538 0.0298 -0.0040 -0.0322
H 1.58169 -2.00643 3.93217 -0.0011 0.0177 0.0083
C 3.34077 0.03267 4.78942 0.0114 0.0630 0.0171
N -2.34529 0.28665 -1.59106 -0.0659 -0.0586 0.0162
O -2.15880 0.55455 -0.29674 -0.2525 -0.3022 0.1372
C -3.95740 -0.23152 -3.35776 -0.0379 -0.0021 0.0102
N -1.39364 0.20090 -2.40592 0.1193 0.1287 0.0664
Cl -3.56462 -4.22053 1.74965 -0.0047 0.0016 0.0016
O -0.22379 0.29183 -1.86689 -0.2145 -0.1586 -0.2559
C -0.63026 4.87582 1.04683 0.0638 0.0161 -0.0537
Cl 0.45100 -5.27364 -1.63321 0.0012 -0.0019 0.0011
C -3.70709 0.14123 -2.04409 0.0534 0.0554 0.0074
C -0.04343 -2.81072 -0.61241 -0.1094 0.0910 -0.0282
C 4.64262 -0.43604 4.80686 0.0196 -0.0197 -0.0149
O 0.04700 2.42080 0.50874 0.1612 -0.3049 -0.4894
H 0.05467 2.68113 -2.08047 -0.0091 -0.0069 -0.0196
C 2.78404 1.65147 -1.76774 -0.1026 -0.0555 -0.0761
H 2.29524 1.20386 -2.63027 -0.0019 -0.0146 0.0081
C -1.18447 -0.53466 4.42747 -0.1075 0.2415 0.0768
C -1.50492 -4.59459 0.07643 -0.0052 -0.0241 -0.0166
Cl 1.26799 -2.35024 -1.63838 0.2169 0.0910 -0.0710
H 2.68635 -0.17590 5.62882 -0.0040 -0.0067 -0.0060
H -1.37667 6.78246 1.68893 0.0030 -0.0039 0.0108
H -2.42137 2.93889 -1.48372 0.0263 -0.0092 0.0097
C 3.22131 1.83642 1.45197 -0.0454 0.0488 0.0006
H 4.87426 -0.37895 -0.11285 -0.0215 0.0156 0.0482
H 3.87273 -1.57524 0.73776 0.0158 -0.0135 -0.0013
C -1.65608 3.65890 -1.19532 0.0269 -0.0380 -0.0175
H 6.51910 -0.47476 3.76265 -0.0003 -0.0044 -0.0024
Cl -2.76339 -1.32308 1.93406 -0.2411 0.0438 -0.6307
H 2.44608 2.56394 1.68234 0.0474 0.0660 0.0178
H -4.48557 0.64915 -0.11715 0.0063 0.0052 0.0241
H -2.12479 4.64360 -1.15420 -0.0620 -0.0263 0.0102
H 0.24720 4.43085 -1.91070 -0.0037 -0.0006 -0.0009
H 3.86434 1.64032 -1.90336 -0.0017 0.0418 -0.0306
H -6.84258 0.43373 -0.86778 -0.0007 -0.0082 0.0016
C 1.43842 1.27190 3.76158 -0.2033 0.0709 -0.0648
Sb 2.37058 0.53551 -0.02200 0.0977 -0.5810 0.2539
C 1.17320 -1.88330 2.93096 -0.0248 0.0495 0.0643
C -0.46365 3.63493 -2.13440 0.0322 0.0427 0.0252
H 4.03930 2.35691 0.95225 0.0117 -0.0300 -0.0077
C -5.27472 -0.35510 -3.76340 0.0141 0.0065 -0.0063
H -0.81538 3.77452 -3.15619 0.0058 0.0257 0.0000
H 3.83342 -1.47838 -1.03308 -0.0376 -0.0490 -0.0479
Cl -1.98267 -6.24037 0.02540 0.0105 0.0120 0.0054
C -6.03580 0.25098 -1.56430 -0.0020 0.0097 0.0037
H -3.14319 -0.42774 -4.03900 0.0022 0.0035 0.0006
H -5.48986 -0.64707 -4.78211 -0.0018 -0.0047 0.0017
H -1.81376 0.29926 4.73058 0.0013 0.0250 0.0100
H 1.30441 2.25241 3.30908 0.0526 0.0526 0.0448

---

Entry 4:
14
Properties=species:S:1:pos:R:3:forces:R:3 method="wB97M-V/def2-TZVPD" lumo_ev=0.881 largest_force_ev_per_a=0.6 de_lowest_kj_mol=111.41 smiles="CC(C)(O)C=O" spin_multiplicity=1 orbital_gap_ev=10.93 total_energy_ev=-8372.12707
O -0.15111 -2.19509 -0.87160 -0.4938 0.3146 0.1835
H -1.85184 1.01845 -0.71501 0.1511 0.0306 0.0741
H -1.31388 1.25262 0.96474 0.0479 -0.0679 -0.1257
O 0.62917 0.23327 -1.56057 0.1191 -0.1530 0.0269
H 0.67486 -0.67748 -1.90495 0.1453 0.1992 -0.0790
C 1.11439 -0.03920 0.85862 0.1000 0.0650 0.0708
H 2.11040 -0.09432 0.41541 -0.1204 0.1367 0.0422
C -0.97959 1.19932 -0.07663 -0.0128 -0.0385 0.0439
C -0.52747 -1.28859 -0.16334 -0.0085 -0.3438 -0.3246
C 0.06108 0.09907 -0.28272 -0.2269 -0.1335 0.2210
H -0.56808 2.17527 -0.35504 0.0749 -0.2287 0.0880
H 0.95510 -0.99107 1.38490 0.1912 0.2499 0.1165
H 1.06012 0.74734 1.61173 0.0526 0.1096 -0.1872
H -1.21316 -1.43957 0.69447 -0.0196 -0.1403 -0.1503